Entry 1:
Density functional theory data (ωB97M-V/def2-TZVPD) for C21H16FeN3O10S2 as an isolated structure.

Computed properties:
Kohn-Sham gap (alpha / beta): 7.4 / 6.4 eV
LUMO level (alpha / beta): 0.159 / 0.142 hartree
HOMO level (alpha / beta): -3.118 / -2.571 eV
relative energy (zero: lowest compared OMol25 entry of this formula, charge and spin): 70.9 kJ/mol
charge: -2
total energy: -3786.86089 hartree
multiplicity: 6

Structure (XYZ):
```
53
Properties=species:S:1:pos:R:3:mulliken_spin:R:1
Fe 0.1024 2.0498 -1.1415 3.79
C -1.1894 -4.1409 1.4215 0.00
C -0.2462 -3.0114 1.1018 0.00
C -0.6106 -1.6925 1.3681 0.00
C 0.2633 -0.6482 1.1227 0.01
C 1.5256 -0.9088 0.6048 0.00
C 1.8889 -2.2082 0.2921 0.01
C 1.0029 -3.2497 0.5407 -0.01
S 2.7445 0.3757 0.4461 0.01
O 2.8581 0.9393 1.8098 0.00
O 3.9743 -0.2594 0.0038 0.00
N 2.1167 1.3764 -0.5600 0.00
C 3.1167 2.2580 -1.1889 0.00
C 2.4953 3.1863 -2.2360 0.01
O 3.2546 3.9149 -2.8724 0.01
O 1.2138 3.1357 -2.3663 0.06
H -1.3034 -4.2636 2.5022 0.00
H -0.8263 -5.0847 1.0101 0.00
H -2.1809 -3.9515 1.0052 0.00
H -1.6015 -1.4689 1.7483 0.00
H -0.0467 0.3680 1.3368 -0.01
H 2.8684 -2.3892 -0.1325 0.01
H 1.2929 -4.2672 0.2961 0.00
H 3.9021 1.6903 -1.6917 0.00
H 3.6172 2.9092 -0.4615 0.00
O -2.6879 -0.3524 -0.8862 0.02
C -1.6567 -0.5212 -1.5228 0.01
O -0.7763 0.3809 -1.8167 0.16
C -1.2840 -1.8838 -2.0370 0.00
C -2.1645 -2.9477 -1.8848 0.00
C -1.8284 -4.2207 -2.3127 -0.01
C -0.5791 -4.4271 -2.8946 0.01
C 0.3055 -3.3756 -3.0555 -0.03
C -0.0405 -2.0833 -2.6342 -0.02
S 1.0807 -0.7702 -2.8426 0.92
H -3.1173 -2.7322 -1.4152 0.00
H -2.5202 -5.0460 -2.1874 0.00
H -0.2903 -5.4191 -3.2246 0.00
H 1.2787 -3.5455 -3.5036 -0.02
O -3.1091 5.0413 2.7828 0.00
C -2.0442 4.6038 3.4245 0.00
O -1.8734 4.8056 4.6123 0.00
C -1.0558 3.8549 2.6153 0.00
C 0.1289 3.3282 3.0951 0.00
N 0.7520 2.7380 2.0688 0.00
N 0.0409 2.8411 0.9448 0.04
C -1.0562 3.5075 1.2486 0.00
C -2.0366 3.7098 0.1227 0.00
O -3.0772 4.3601 0.3747 0.00
O -1.6950 3.2001 -0.9668 0.02
H -3.0819 4.7898 1.7894 0.00
H 0.5425 3.3457 4.0911 0.00
H 1.6127 2.1585 2.0555 0.00
```

Entry 2:
Density functional theory data (ωB97M-V/def2-TZVPD) for a single C11H12S2 molecule.

Computed properties:
Kohn-Sham gap: 7.5 eV
LUMO level: -0.007 hartree
HOMO level: -7.690 eV
relative energy (zero: lowest compared OMol25 entry of this formula, charge and spin): 310.1 kJ/mol
total energy: -1222.53614 hartree

Structure (XYZ):
```
25
Properties=species:S:1:pos:R:3:nbo_charge:R:1
C -0.2162 -2.6281 -2.1176 -0.23
C 1.1017 -2.1501 -1.8104 -0.21
C -1.2988 -1.9736 -1.7696 -0.17
C 1.2501 -1.2678 -0.8412 -0.18
C -1.3204 -0.9497 -0.7895 -0.08
C 0.0391 -0.5447 -0.3143 -0.13
C 1.2839 2.7067 1.2341 -0.52
C -2.4942 -0.5890 -0.2120 -0.13
C 0.7809 1.2630 1.4191 -0.34
C 0.2925 0.4539 0.5273 0.15
C -2.7027 0.3397 0.9291 -0.67
S 3.1916 2.7348 1.4651 0.45
S 4.2383 1.9912 -0.0287 -0.51
H -0.1205 -3.6342 -2.7203 0.22
H 2.0133 -2.5229 -2.4487 0.23
H -2.4219 -2.2986 -1.8128 0.21
H 2.2055 -0.8620 -0.5937 0.23
H 0.8764 3.4156 2.0596 0.23
H 1.1419 3.1069 0.2847 0.23
H -3.3473 -1.2014 -0.5195 0.20
H 0.8189 0.9298 2.4889 0.22
H -1.9484 0.2696 1.7553 0.24
H -3.7939 0.3599 1.1960 0.23
H -2.4979 1.4718 0.5991 0.22
H 2.9281 1.5791 2.0199 0.11
```

Entry 3:
Density functional theory data (ωB97M-V/def2-TZVPD) for a 2-piece molecular cluster, C7H16NO3 overall.

Computed properties:
Kohn-Sham gap: 10.0 eV
LUMO level: -0.101 hartree
HOMO level: -12.691 eV
relative energy (zero: lowest compared OMol25 entry of this formula, charge and spin): 201.3 kJ/mol
charge: +1
total energy: -556.43219 hartree

Structure (XYZ):
```
27
Properties=species:S:1:pos:R:3:nbo_charge:R:1
C -1.8894 -0.4573 0.3643 0.42
C 2.7378 0.4074 0.1960 -0.60
C 0.6766 1.7427 0.4950 -0.63
C -3.2676 0.9947 -0.9453 -0.33
C 1.0616 -2.5854 0.6279 -0.27
C 1.2286 0.3180 0.6302 -0.34
C 0.8439 -0.5214 -0.5173 0.80
N 0.4921 0.0134 -1.6771 -0.72
O -3.0519 -0.6599 1.0394 -0.71
O -1.9485 0.4073 -0.6135 -0.53
O 0.8066 -1.8247 -0.4926 -0.45
H 2.9431 0.6923 -0.8444 0.23
H 3.3074 -0.4894 0.3440 0.23
H 2.9967 1.3089 0.8060 0.25
H 0.7442 2.4192 1.3348 0.26
H 1.1607 2.2678 -0.3579 0.21
H -0.3449 1.5812 0.1131 0.24
H -3.4368 1.3365 -1.9465 0.23
H -3.3131 1.8788 -0.1493 0.20
H -4.0414 0.3749 -0.4250 0.24
H 2.1441 -2.5575 0.9174 0.20
H 0.9006 -3.6137 0.4261 0.23
H 0.3356 -2.2560 1.4175 0.21
H 1.1860 -0.0405 1.6457 0.28
H -2.9449 -1.2094 1.8384 0.53
H 0.3173 1.0183 -1.7916 0.44
H 0.3555 -0.5463 -2.4353 0.42
```

Entry 4:
Density functional theory data (ωB97M-V/def2-TZVPD) for a 6-piece molecular cluster, C28H74N6O8 overall.

Computed properties:
Kohn-Sham gap (alpha / beta): 7.8 / 3.0 eV
LUMO level (alpha / beta): -0.084 / -0.259 hartree
HOMO level (alpha / beta): -10.072 / -10.072 eV
charge: +1
total energy: -2041.04775 hartree
multiplicity: 2

Structure (XYZ):
```
116
Properties=species:S:1:pos:R:3:mulliken_spin:R:1
C -0.2070 -1.9254 4.0992 0.00
O -1.4219 -2.2607 4.7659 0.00
C -1.3295 -3.0300 5.9646 0.00
C -0.4859 -2.3633 7.1180 0.00
N -0.1817 -3.2620 8.2789 0.00
C -0.0105 -2.5171 9.5823 0.00
C 0.5442 -3.2706 10.7735 0.00
O 1.7241 -4.0301 10.4705 0.00
C 2.0039 -4.8916 11.5524 0.00
H -0.4166 -2.1635 3.0564 0.00
H 0.6439 -2.5384 4.3962 0.00
H 0.0019 -0.8588 4.1814 0.00
H -0.9054 -4.0029 5.7159 0.00
H -2.3583 -3.2081 6.2774 0.00
H -1.0360 -1.4879 7.4633 0.00
H 0.4131 -1.9302 6.6795 0.00
H 0.6112 -3.8676 8.1220 0.00
H -0.9234 -2.0296 9.9246 0.00
H 0.7038 -1.7089 9.4255 0.00
H -0.2414 -3.9194 11.1607 0.00
H 0.7677 -2.6172 11.6168 0.00
H 1.0842 -5.2280 12.0310 0.00
H 2.4982 -4.3244 12.3412 0.00
H 2.5826 -5.7567 11.2288 0.00
C -3.1414 3.1219 -3.8586 0.00
O -2.4078 2.7307 -2.7506 0.00
C -1.3147 3.5802 -2.2621 0.01
C -2.0881 4.4064 -1.1370 0.02
N -1.8602 3.6936 0.1366 0.83
C -2.5647 4.1828 1.3806 0.02
C -2.4635 5.7233 1.6485 0.00
O -3.4203 6.4363 0.8944 0.00
C -3.0179 7.7537 0.6300 0.00
H -4.1083 2.6623 -4.0633 0.00
H -2.4729 2.8971 -4.6897 0.00
H -3.2009 4.2081 -3.9268 0.00
H -1.1152 4.3579 -2.9993 0.00
H -0.3877 3.0256 -2.1166 0.00
H -3.1547 4.3668 -1.3579 0.04
H -1.7259 5.4344 -1.1470 0.02
H -1.9774 2.6941 0.0507 -0.01
H -2.1621 3.7078 2.2752 0.02
H -3.5803 3.7877 1.3554 0.04
H -1.4519 6.0368 1.3906 0.00
H -2.4782 5.8989 2.7242 0.00
H -3.3947 8.2755 1.5096 0.00
H -3.4958 8.1299 -0.2746 0.00
H -1.9637 8.0305 0.6221 0.00
C 0.2039 -0.6373 0.5594 0.00
C -0.0315 0.5566 -0.4712 -0.01
C 0.4229 0.3890 -1.9751 0.00
O 1.6845 -0.2824 -2.1205 0.00
C 2.9138 0.2970 -1.6363 0.00
N -1.4329 0.8624 -0.4154 0.01
H 0.2080 -1.6678 0.2042 0.00
H -0.4980 -0.6431 1.3933 0.00
H 1.2146 -0.4533 0.9236 0.00
H 0.4509 1.5119 -0.2645 0.00
H 0.5053 1.2626 -2.6218 0.00
H -0.2350 -0.2677 -2.5443 0.00
H 3.2149 1.2703 -2.0238 0.00
H 3.7797 -0.3438 -1.8025 0.00
H 2.8746 0.4594 -0.5592 0.00
H -1.6360 1.5785 -1.0981 0.01
H -1.9658 0.0154 -0.5519 0.00
C 5.4084 3.2741 -4.8993 0.00
C 4.5315 4.3097 -4.1262 0.00
C 5.1210 4.5842 -2.7325 0.00
O 5.1017 3.3422 -2.0891 0.00
C 5.5880 3.3066 -0.7529 0.00
N 4.5126 5.5256 -5.0041 0.00
H 5.1150 3.0598 -5.9269 0.00
H 5.2569 2.3347 -4.3677 0.00
H 6.3981 3.7124 -4.7707 0.00
H 3.5053 4.0442 -3.8725 0.00
H 4.4292 5.2790 -2.2563 0.00
H 6.1282 4.9937 -2.8107 0.00
H 4.8871 2.9005 -0.0236 0.00
H 5.8320 4.3467 -0.5364 0.00
H 6.4282 2.6149 -0.8139 0.00
H 3.9371 5.3586 -5.8171 0.00
H 5.3433 5.7916 -5.5132 0.00
C 2.1741 -3.9453 -2.7754 0.00
C 1.4462 -3.7088 -4.1172 0.00
C 0.0457 -4.3165 -4.1980 0.00
O 0.0807 -5.7464 -4.2691 0.00
C -1.3021 -6.2099 -4.4612 0.00
N 1.3955 -2.2344 -4.3966 0.00
H 2.1248 -4.9826 -2.4440 0.00
H 1.7995 -3.3273 -1.9594 0.00
H 3.2231 -3.6713 -2.8872 0.00
H 2.0946 -4.1703 -4.8619 0.00
H -0.2963 -3.8465 -5.1201 0.00
H -0.5713 -3.8369 -3.4381 0.00
H -1.2586 -7.2965 -4.5355 0.00
H -1.8099 -5.9185 -5.3806 0.00
H -1.9432 -5.9033 -3.6346 0.00
H 0.7489 -1.7430 -3.7961 0.00
H 2.3214 -1.9002 -4.1705 0.00
C -2.7217 -3.4739 -0.5656 0.00
C -2.9344 -2.4858 -1.7660 0.00
C -3.5651 -3.1661 -3.0513 0.00
O -4.0132 -2.2926 -4.0970 0.00
C -3.1014 -1.4779 -4.7499 0.00
N -3.7198 -1.3834 -1.3936 0.00
H -1.9319 -4.1626 -0.8656 0.00
H -3.6391 -4.0259 -0.3611 0.00
H -2.4194 -2.9333 0.3313 0.00
H -1.9450 -2.1254 -2.0475 0.00
H -4.4798 -3.7002 -2.7941 0.00
H -2.8968 -3.9770 -3.3408 0.00
H -2.7057 -0.7009 -4.0959 0.00
H -3.6734 -0.9826 -5.5345 0.00
H -2.2407 -1.9791 -5.1926 0.00
H -4.2072 -1.3333 -2.2767 0.00
H -4.3893 -1.6780 -0.6971 0.00
```

- What is the formula in the third record?
  C7H16NO3